{"formula": "C2H9LiO2P3", "method": "the ωB97M-V functional and the def2-TZVPD basis", "species": ["C", "P", "C", "P", "P", "O", "O", "H", "H", "H", "H", "H", "H", "H", "H", "H", "Li"], "coordinates": [[-1.167, -0.697, 1.131], [-1.095, -0.971, -0.719], [-1.320, 0.715, -1.411], [0.953, -1.573, -1.152], [2.535, -0.117, -0.466], [2.013, 0.336, 1.069], [2.103, 1.210, -1.315], [-2.147, -0.289, 1.386], [-0.414, 0.037, 1.474], [-1.050, -1.669, 1.622], [-1.474, 0.600, -2.484], [-2.230, 1.133, -0.978], [-0.508, 1.421, -1.261], [1.002, -2.482, -0.070], [1.185, 0.830, 0.998], [1.450, 1.813, -0.944], [0.163, -0.296, 3.120]], "orbital_gap_ev": 6.6, "lumo_energy_ev": -4.9, "energy_ha": -1263.45192, "total_charge": 1}

---

{"formula": "C2H9N2", "method": "the ωB97M-V functional and the def2-TZVPD basis", "species": ["N", "H", "H", "H", "H", "C", "C", "N", "H", "H", "H", "H", "H"], "coordinates": [[2.389, 0.090, 0.473], [0.666, 0.596, -0.227], [2.670, -0.568, 1.202], [2.948, -0.134, -0.347], [2.597, 1.045, 0.760], [-2.313, -0.795, -0.266], [-1.136, -0.259, -0.746], [-0.335, 0.614, 0.063], [-2.871, -0.503, 0.615], [-2.825, -1.576, -0.813], [-0.801, -0.460, -1.761], [-0.407, 0.329, 1.041], [-0.585, 1.621, 0.006]], "orbital_gap_ev": [10.6, 4.3], "lumo_energy_ev": [-10.4, -15.1], "energy_ha": -190.28134, "total_charge": 2, "spin_multiplicity": 2}